Density functional theory data (ωB97M-V/def2-TZVPD) for an isolated molecule of C20H39N3.

XYZ file:
```
62
C20H39N3 ωB97M-V/def2-TZVPD
C -0.9001 -1.9087 -0.8132
C -0.1475 -2.4479 0.3672
C 1.1230 -2.8356 0.3443
C 2.0555 -2.8290 -0.8278
H 1.9880 -3.8062 -1.3203
H 1.7557 -2.0768 -1.5595
C 3.5215 -2.5936 -0.4388
C 3.8647 -1.1488 -0.1465
C 3.1056 -0.4095 0.6544
C 3.2981 1.0238 1.0427
H 3.0750 1.1229 2.1091
H 4.3339 1.3315 0.8948
C 2.3903 2.0052 0.2674
C 2.7223 1.9723 -1.2231
H 2.6730 0.9533 -1.5969
H 2.0025 2.5787 -1.7661
H 3.7216 2.3611 -1.4036
C 2.6261 3.4169 0.8108
H 2.0756 4.1446 0.2209
H 3.6835 3.6693 0.7628
H 2.3058 3.4906 1.8487
C 0.9151 1.6036 0.4589
N 0.0274 2.5344 -0.2168
H -0.1214 3.3597 0.3536
C -1.2395 1.9934 -0.6505
H -1.0339 1.0975 -1.2408
H -1.6987 2.7400 -1.3056
C -2.2142 1.6180 0.4828
N -3.1571 0.5908 0.0792
C -4.0581 1.0236 -0.9765
H -3.4700 1.3795 -1.8224
C -4.9255 -0.1590 -1.4234
N -5.6875 -0.7401 -0.3347
H -6.3702 -0.0617 -0.0033
C -4.7930 -1.0885 0.7524
H -5.3824 -1.4661 1.5905
C -3.9321 0.0952 1.2050
H -3.2459 -0.2274 1.9915
H -4.5845 0.8866 1.6244
H -4.1384 -1.8865 0.3925
H -5.6151 0.1587 -2.2081
H -4.2755 -0.9428 -1.8215
H -4.7089 1.8513 -0.6313
H -2.7283 2.5259 0.8520
H -1.6326 1.2038 1.3119
H 0.7637 0.6201 0.0106
H 0.7073 1.5173 1.5381
H 2.2281 -0.8724 1.0842
C 5.1182 -0.6767 -0.8231
H 5.9432 -1.3475 -0.5816
H 5.3927 0.3305 -0.5290
H 4.9849 -0.6920 -1.9051
H 3.7603 -3.2068 0.4358
H 4.1550 -2.9405 -1.2581
H 1.5521 -3.2491 1.2496
C -0.9642 -2.5468 1.6229
H -1.8724 -3.1202 1.4400
H -0.4054 -3.0226 2.4252
H -1.2639 -1.5513 1.9500
H -0.2351 -1.4564 -1.5448
H -1.6332 -1.1695 -0.4928
H -1.4351 -2.7202 -1.3091
```

Calculated values
- SMILES string = CC(C)=CCC/C(C)=C/CC(C)(C)CNCCN1CCNCC1
- multiplicity = 1
- HOMO energy (eV) = -8.465
- frontier orbital gap (Ha) = 0.3421

Atom charges from the Mulliken analysis, given in e for atoms 1 to 2:
1 C -1.0573
2 C 1.4448


Density functional theory data (ωB97M-V/def2-TZVPD) for a structure of composition C26H26I2N6RuS2 in a non-equilibrium geometry.

XYZ file:
```
63
C26H26I2N6RuS2 ωB97M-V/def2-TZVPD
Ru 0.8056 0.0650 -0.0387
C -2.7512 -0.7046 -2.2463
C -2.8795 -0.3102 -0.7754
C -2.2224 -1.2731 0.2098
N -0.8028 -1.1539 0.6009
C -0.3831 -2.0846 1.4276
C -1.2175 -3.1138 1.9700
C -0.8774 -4.2985 2.5687
C 0.3694 -4.8384 2.9129
C 1.5634 -4.1641 2.8839
C 1.8256 -2.8413 2.5215
C 1.0047 -1.8932 1.9264
N 1.3996 -0.6310 1.7335
C 2.3974 -0.0641 2.6088
C 2.4283 1.4568 2.4851
C 1.0612 2.0986 2.2986
N 0.5406 1.8756 0.9586
C -0.4460 2.6326 0.5259
C -1.1685 3.5242 1.3467
C -2.0978 4.5049 1.0209
C -2.4864 5.0015 -0.2065
C -1.9950 4.5552 -1.4373
C -1.2299 3.4594 -1.7427
C -0.7514 2.3968 -0.9073
N -0.4260 1.2189 -1.3656
C -0.8415 0.8735 -2.7228
C -1.3497 -0.5577 -2.8199
H -3.4590 -0.1129 -2.8372
H -3.0683 -1.7489 -2.3424
H -3.9426 -0.3283 -0.5145
H -2.5607 0.7131 -0.5995
H -2.3674 -2.2910 -0.1730
H -2.8022 -1.2042 1.1379
H -2.2809 -2.9675 1.8602
H -1.7282 -4.9303 2.8078
H 0.3732 -5.8551 3.2842
H 2.4352 -4.7160 3.2202
H 2.8467 -2.5153 2.6760
H 3.3977 -0.4772 2.4490
H 2.1013 -0.3228 3.6355
H 3.0533 1.7676 1.6456
H 2.8978 1.8562 3.3868
H 1.1600 3.1802 2.4434
H 0.3519 1.7394 3.0624
H -0.9978 3.4053 2.4083
H -2.5509 4.9841 1.8844
H -3.1734 5.8376 -0.2180
H -2.2632 5.1659 -2.2950
H -0.9557 3.3659 -2.7857
H -0.0308 1.0641 -3.4329
H -1.6748 1.5275 -3.0016
H -0.6868 -1.2379 -2.2887
H -1.3252 -0.8670 -3.8677
S 1.4284 -1.9634 -1.2406
C 2.0598 -1.0092 -2.5012
S 2.3883 0.6454 -1.9823
C 2.1941 -1.3868 -3.8159
C 1.7949 -2.6868 -4.2371
N 1.4631 -3.7322 -4.5890
C 2.6789 -0.4869 -4.8050
N 3.0631 0.2490 -5.6039
I 4.3468 0.0687 -0.2244
I 6.3639 -0.4648 1.7166
```

Calculated values
- multiplicity = 2
- HOMO energy (alpha / beta) (eV) = -4.727 / -4.713
- charge = -1
- frontier orbital gap (alpha / beta) (Ha) = 0.2355 / 0.2320

Atom charges from the Mulliken analysis, given in e for atoms 1 to 2:
1 Ru -0.5570
2 C -1.1846


Density functional theory data (ωB97M-V/def2-TZVPD) for a structure of composition C6H6O3 in a non-equilibrium geometry.

XYZ file:
```
15
C6H6O3 ωB97M-V/def2-TZVPD
C 1.3098 0.1032 0.3819
C 0.0731 -0.6038 0.6664
C -0.7185 -0.9703 -0.5158
C -1.7456 -0.2101 -0.7456
C -0.6982 0.7753 0.7578
C 0.6087 1.4216 0.0332
H 2.1728 -1.0797 -1.2983
H 1.8989 0.3549 1.3241
H -0.0067 -1.4756 1.3213
H -0.7697 -1.9709 -1.1794
H -2.3251 -0.2056 -1.6980
H -1.0711 1.2707 1.7451
O 2.4719 -0.4669 -0.2409
O -2.0736 0.8064 0.1887
O 0.8731 2.2508 -0.7407
```

Calculated values
- multiplicity = 1
- HOMO energy (eV) = -9.406
- frontier orbital gap (Ha) = 0.3507

Atom charges from the Mulliken analysis, given in e for atoms 1 to 2:
1 C 0.2760
2 C -0.0205


Density functional theory data (ωB97M-V/def2-TZVPD) for an isolated molecule of C4H8N2 in a non-equilibrium geometry.

XYZ file:
```
14
C4H8N2 ωB97M-V/def2-TZVPD
C 0.4141 0.4678 0.4788
C -0.1024 0.6214 1.9102
C -0.0855 -0.5820 -1.7558
C -0.3666 -0.6631 -0.2848
N 1.7492 0.5277 0.0147
N 0.9705 1.4824 -0.3128
H 0.6074 0.8816 2.6944
H -0.4931 -0.3664 2.0236
H -0.8874 1.3659 1.9154
H 0.9098 -0.3999 -2.0532
H -0.6146 0.2199 -2.1053
H -0.4618 -1.4741 -2.4763
H -0.1651 -1.6345 0.0856
H -1.4744 -0.4468 -0.1344
```

Calculated values
- SMILES string = CCC1(C)N=N1
- multiplicity = 1
- HOMO energy (eV) = -10.163
- frontier orbital gap (Ha) = 0.3878

Atom charges from the Mulliken analysis, given in e for atoms 1 to 2:
1 C 1.1340
2 C -1.2014


The calculation returns the following ΔE to the lowest compared entry with this formula, charge and spin values, one per record and in order: 3.0, 19.6, 472.0, 278.8 kJ/mol.